No. 1
Molecular formula: C24H26FN3O3
Method: DFT, ωB97M-V/def2-TZVPD

```
57
Properties=species:S:1:pos:R:3
O 1.03 1.59 2.27
C 0.74 0.58 2.86
N -0.08 -0.39 2.39
C -0.50 -0.41 1.02
C 0.55 -1.10 0.10
C 0.64 -2.57 0.39
C 1.31 -3.56 -0.27
C 1.04 -4.76 0.43
C 0.23 -4.42 1.46
O -0.03 -3.10 1.45
N 0.34 -0.93 -1.32
C -0.93 -1.40 -1.83
C -0.84 -1.49 -3.35
N -0.54 -0.18 -3.89
C -0.90 0.12 -5.19
C -0.02 0.68 -6.12
C -0.42 1.04 -7.39
C -1.73 0.84 -7.80
C -2.63 0.29 -6.91
C -2.22 -0.04 -5.64
F -3.17 -0.54 -4.79
C 0.70 0.34 -3.36
C 0.60 0.40 -1.83
O 1.19 0.25 4.10
C 1.96 1.23 4.79
C 1.10 2.05 5.70
C 1.05 1.79 7.06
C 0.23 2.53 7.89
C -0.56 3.54 7.37
C -0.53 3.80 6.01
C 0.30 3.06 5.18
H -0.12 -1.25 2.92
H -1.46 -0.93 0.95
H -0.61 0.62 0.70
H 1.52 -0.65 0.33
H 1.92 -3.44 -1.14
H 1.41 -5.74 0.20
H -0.23 -4.99 2.25
H -1.14 -2.39 -1.42
H -1.76 -0.72 -1.56
H -1.77 -1.87 -3.75
H -0.03 -2.20 -3.60
H 1.02 0.83 -5.84
H 0.30 1.46 -8.08
H -2.05 1.11 -8.79
H -3.67 0.13 -7.18
H 0.87 1.35 -3.74
H 1.56 -0.30 -3.63
H 1.54 0.77 -1.42
H -0.20 1.11 -1.56
H 2.71 0.68 5.35
H 2.45 1.87 4.04
H 1.67 1.00 7.48
H 0.20 2.32 8.95
H -1.21 4.11 8.02
H -1.15 4.58 5.59
H 0.33 3.27 4.12
```

Output
E_HOMO	-7.959	eV
SMILES	O=C(NC[C@@H](c1ccco1)N1CCN(c2ccccc2F)CC1)OCc1ccccc1
LUMO energy	0.778	eV
frontier orbital gap	8.74	eV
E_tot	-1420.00272	hartree

***

No. 2
Molecular formula: C5H8Cl2O4
Method: DFT, ωB97M-V/def2-TZVPD

```
19
Properties=species:S:1:pos:R:3
C 0.57 -1.56 -0.31
C 1.45 -0.36 -0.59
C 1.61 0.66 0.43
C -1.56 -0.77 0.45
C -1.33 0.72 0.65
O -0.78 -1.33 -0.56
O 1.17 0.37 -1.83
O 1.69 1.91 0.10
O -1.89 1.35 1.76
Cl -3.26 -1.23 -0.11
Cl -1.54 1.67 -0.79
H 0.86 -2.35 -1.06
H 0.83 -1.73 0.67
H 2.47 -0.76 -0.83
H 1.97 0.36 1.48
H -1.31 -1.24 1.53
H 0.25 0.24 -1.90
H 1.23 1.97 -0.78
H -2.44 2.08 1.68
```

Output
E_HOMO (spin up / spin down)	-6.915 / -8.169	eV
LUMO energy (spin up / spin down)	-0.546 / 0.540	eV
frontier orbital gap (spin up / spin down)	6.37 / 8.71	eV
E_tot	-1416.50093	hartree